No. 1
2 unconnected molecules or ions with the total composition C15H18O2 in a non-equilibrium geometry, computed with the ωB97M-V functional and the def2-TZVPD basis.

Geometry as XYZ:
```
35
Properties=species:S:1:pos:R:3:forces:R:3
C -2.607 -0.129 -1.531 -1.3 2.7 -0.4
C -3.276 0.859 -2.631 2.3 -0.5 0.9
C -1.822 0.518 -0.407 -0.1 -0.1 0.2
C -1.791 -0.027 0.896 0.3 1.0 -0.9
C -1.181 1.730 -0.607 -0.3 -0.2 -2.6
C -1.053 0.558 1.915 0.9 -0.6 -1.8
C -0.355 2.251 0.341 1.2 2.1 0.0
C -0.168 1.574 1.535 -1.3 1.7 1.4
O 0.593 2.222 2.485 0.2 -1.0 -0.1
H -3.505 -0.394 -1.006 -0.3 -1.7 0.0
H -2.060 -0.847 -2.161 -0.4 -0.3 0.8
H -3.698 1.821 -2.385 -0.3 0.1 1.0
H -2.298 -0.925 1.131 -0.7 -0.8 0.0
H -1.243 2.181 -1.663 0.0 -0.4 1.9
H -1.012 0.026 2.844 0.1 0.2 0.6
H 0.131 3.273 0.155 -0.5 -1.8 0.5
H 0.689 1.560 3.183 0.3 0.4 0.2
H -4.008 0.254 -3.090 -0.8 -0.5 -0.9
H -2.489 1.117 -3.325 0.1 -0.1 -0.7
C 1.952 0.625 -1.562 0.1 -1.7 0.2
C 1.019 -1.271 -0.268 -1.5 -0.7 -0.4
C 2.089 -0.437 -0.500 0.7 0.3 1.7
C 0.888 -2.195 0.746 0.2 0.5 1.0
C 3.157 -0.592 0.411 -1.1 1.9 0.8
C 1.900 -2.238 1.719 0.0 -1.7 -1.6
C 3.015 -1.481 1.494 2.8 1.0 0.6
O 1.965 -3.213 2.688 -0.2 0.2 0.5
H 0.096 -1.172 -0.825 0.2 0.2 -0.6
H -0.071 -2.716 0.843 0.5 0.0 0.1
H 1.005 1.154 -1.464 0.4 0.0 -0.1
H 1.930 -0.043 -2.423 0.0 0.8 -0.8
H 3.860 0.284 0.548 -0.2 -1.5 -0.7
H 3.926 -1.564 2.179 -1.6 0.0 -0.7
H 1.617 -4.033 2.325 -0.1 0.1 0.1
H 2.809 1.269 -1.588 0.3 0.4 -0.1
```
Forces are in eV/Å.

The net charge is 0. For the LUMO energy, the calculation gives 0.748 eV. As for the HOMO-LUMO gap: 9.19 eV. The SMILES is CCc1ccc(O)cc1.Cc1ccc(O)cc1.



No. 2
2 unconnected molecules or ions with the total composition C4H5N in a non-equilibrium geometry, computed with the ωB97M-V functional and the def2-TZVPD basis.

Geometry as XYZ:
```
10
Properties=species:S:1:pos:R:3:forces:R:3
C 1.328 -0.987 -1.568 0.0 -0.8 -1.5
C -3.120 0.612 0.174 1.4 -0.5 2.9
C 1.191 -0.565 -0.484 -0.4 1.4 2.0
C 1.225 0.117 0.788 1.6 1.2 -0.1
N -2.766 0.337 1.246 -0.9 0.3 -1.8
H 1.423 -1.425 -2.491 0.1 -0.7 -1.5
H -3.207 0.982 -0.797 -0.5 0.2 -1.0
H 1.671 1.175 0.559 -0.9 -1.8 0.7
H 2.038 -0.457 1.333 -1.4 0.9 0.3
H 0.217 0.211 1.241 0.9 -0.2 0.1
```
Forces are in eV/Å.

The net charge is 0. For the LUMO energy, the calculation gives 0.951 eV. As for the HOMO-LUMO gap: 10.90 eV. The SMILES is C#CC.C#N.



No. 3
A gas-phase ion, C11H19IN (charge +1) in a non-equilibrium geometry, computed with the ωB97M-V functional and the def2-TZVPD basis.

Geometry as XYZ:
```
32
Properties=species:S:1:pos:R:3:forces:R:3
C 1.791 1.096 -2.829 -1.1 -0.3 -1.3
C 2.274 -0.846 1.139 1.2 -2.5 -0.8
C 0.745 1.157 -2.006 0.3 1.0 1.7
C 1.457 0.161 0.926 1.2 1.4 -0.1
C 0.240 -0.016 0.137 -1.7 -0.4 2.4
C -0.935 -0.467 0.948 0.1 -1.7 1.4
C 1.766 1.548 1.386 0.6 0.5 -0.8
C -1.219 -2.883 0.336 3.6 3.4 -2.8
C -2.098 1.538 -0.188 -1.6 0.3 -2.7
C 0.234 -0.094 -1.326 -1.2 -0.7 -2.2
C -1.901 -1.484 0.473 -0.3 -2.2 0.7
N -1.161 0.913 0.780 0.0 2.1 -2.5
I -0.666 -0.784 3.116 0.1 -0.1 -0.6
H 2.189 1.987 -3.237 0.4 1.0 -0.1
H 2.093 0.224 -3.456 -0.2 0.2 1.4
H 3.356 -0.845 1.441 -1.4 0.7 0.3
H 2.006 -1.881 0.825 0.0 0.8 0.1
H 0.346 2.138 -1.522 1.0 -1.6 -1.3
H 2.142 2.150 0.459 -1.0 -0.5 1.9
H 0.868 1.918 1.935 0.9 0.4 -0.7
H 2.562 1.454 2.128 0.0 0.4 -0.2
H -1.527 -3.489 -0.516 0.2 0.4 -0.1
H -1.361 -3.426 1.161 -0.6 -2.1 3.3
H -0.034 -2.629 0.332 -2.6 -1.2 -0.5
H -1.620 2.429 -0.773 -0.6 -1.8 1.2
H -2.597 0.811 -0.998 1.6 1.4 2.0
H -2.981 1.968 0.337 0.8 -0.4 0.0
H -0.787 -0.412 -1.714 1.1 0.5 0.5
H 0.928 -0.900 -1.663 -0.5 0.2 0.7
H -2.635 -1.688 1.250 -0.5 0.7 -0.2
H -2.387 -1.214 -0.430 -0.5 0.4 -0.8
H -1.084 1.566 1.548 0.6 -0.5 0.4
```
Forces are in eV/Å.

The net charge is +1. For the LUMO energy, the calculation gives -3.584 eV. As for the HOMO-LUMO gap: 9.33 eV. The SMILES is C=CC[C@@]1(C(=C)C)[N@@H+](C)[C@@]1(I)CC.



No. 4
A single C19H32NO3P molecule in a non-equilibrium geometry, computed with the ωB97M-V functional and the def2-TZVPD basis.

Geometry as XYZ:
```
56
Properties=species:S:1:pos:R:3:forces:R:3
C 0.383 -0.920 4.552 0.0 0.1 -0.3
H 1.017 -1.796 4.668 0.1 -0.1 0.1
C 0.365 -0.461 3.100 -0.1 -0.2 -0.1
C -0.183 -1.546 2.182 0.0 -0.1 0.8
H -1.229 -1.761 2.431 0.2 -0.1 0.0
H 0.408 -2.462 2.282 -0.1 0.1 0.0
O -0.095 -1.170 0.820 -0.5 0.4 -0.9
P -1.357 -0.482 0.090 0.6 -0.5 -0.1
O -2.620 -0.850 0.745 -0.3 0.2 0.1
O -1.229 -1.033 -1.414 0.3 0.8 0.6
C -1.977 -2.187 -1.767 -0.5 -0.8 -0.2
C -1.368 -3.469 -1.211 0.2 0.3 -0.1
C 0.069 -3.670 -1.674 -0.2 0.0 0.1
H 0.469 -4.599 -1.275 0.1 -0.1 0.0
H 0.691 -2.849 -1.325 0.1 0.0 0.0
H 0.118 -3.709 -2.760 0.1 0.0 -0.1
H -1.401 -3.414 -0.122 -0.1 -0.1 0.0
H -1.991 -4.306 -1.533 -0.1 0.0 0.1
H -1.986 -2.201 -2.861 0.0 0.0 0.1
H -3.000 -2.077 -1.391 0.1 0.0 -0.2
H -0.260 0.428 2.997 0.1 0.0 0.0
H 1.373 -0.202 2.770 0.0 0.1 0.0
H -0.620 -1.176 4.883 -0.1 0.0 0.1
H 0.767 -0.131 5.194 0.0 0.0 0.1
C -0.959 1.352 -0.047 0.2 -0.2 -0.1
N 0.345 1.571 0.536 0.0 0.4 0.4
C 1.566 1.197 0.013 0.4 0.0 -0.1
C 1.720 0.222 -0.971 -0.1 0.1 0.0
C 2.980 -0.142 -1.402 0.1 0.1 0.1
C 4.128 0.444 -0.883 0.1 -0.1 0.0
C 3.973 1.414 0.098 0.0 -0.1 -0.1
C 2.719 1.785 0.539 -0.1 0.0 0.0
H 2.623 2.541 1.308 0.0 0.1 0.1
H 4.845 1.888 0.525 0.1 0.0 0.0
C 5.485 0.048 -1.384 -0.1 0.0 -0.1
H 6.266 0.421 -0.725 0.1 0.0 0.0
H 5.656 0.458 -2.380 0.1 0.0 0.0
H 5.570 -1.035 -1.450 0.1 -0.1 0.0
H 3.075 -0.903 -2.165 0.0 -0.1 -0.1
H 0.856 -0.267 -1.386 0.0 -0.1 -0.1
H 0.401 2.377 1.142 -0.1 -0.1 -0.1
C -1.055 1.882 -1.481 -0.2 -0.3 -0.2
C -2.484 1.838 -2.009 0.0 0.3 -0.1
C -3.407 2.663 -1.123 -0.1 -0.2 0.0
C -3.382 2.098 0.290 0.0 0.3 0.0
C -1.962 2.089 0.846 -0.3 -0.2 0.2
H -1.622 3.125 0.962 0.1 0.0 0.0
H -1.967 1.618 1.832 0.0 0.1 0.1
H -3.766 1.080 0.282 -0.1 0.0 0.1
H -4.016 2.695 0.949 0.0 -0.1 0.0
H -4.425 2.639 -1.515 0.0 0.1 0.0
H -3.075 3.705 -1.115 0.0 0.1 0.0
H -2.831 0.803 -2.020 -0.1 0.0 -0.1
H -2.502 2.213 -3.034 0.0 -0.1 0.0
H -0.698 2.918 -1.477 0.0 0.0 0.1
H -0.401 1.308 -2.136 0.1 0.1 0.0
```
Forces are in eV/Å.

The net charge is 0. For the LUMO energy, the calculation gives 0.845 eV. As for the HOMO-LUMO gap: 8.35 eV. The SMILES is CCCOP(=O)(OCCC)C1(Nc2ccc(C)cc2)CCCCC1.